[1]
The ion Cl2O2P with charge -1, computed with ωB97M-V/def2-TZVPD.

Values from the calculation:
**LUMO energy (alpha / beta)**: 4.0 / -0.5 eV
**Spin multiplicity**: 3
**Expectation value of S²**: 2.01
**Charge**: -1

Structure (XYZ):
```
5
Properties=species:S:1:pos:R:3:forces:R:3:mulliken_charge:R:1
O 0.831 0.736 1.177 3.519 1.931 4.667 -0.1034
O 0.784 0.392 -1.390 2.795 0.693 -2.902 -0.2861
P 0.282 0.188 -0.058 -5.019 -0.662 -2.583 -0.0291
Cl -2.007 0.436 -0.283 -1.936 0.459 -0.230 -0.4315
Cl 0.109 -1.752 0.554 0.640 -2.420 1.048 -0.1499
```
Forces are in eV/Å.

[2]
A cluster of 2 separate species, C4H9NO4 in total, computed with ωB97M-V/def2-TZVPD.

Values from the calculation:
**LUMO energy**: 0.7 eV
**Structure (SMILES)**: CN(C)C(O)O.O=C=O
**Charge**: 0
**Relative energy (zero: lowest compared OMol25 entry of this formula, charge and spin)**: 1.8532 eV

Structure (XYZ):
```
18
Properties=species:S:1:pos:R:3:forces:R:3:mulliken_charge:R:1
C 3.457 -0.039 0.954 0.980 -0.273 0.262 0.7927
C -1.625 0.902 -1.158 2.052 -1.956 0.965 -0.9667
C -1.095 -1.372 -0.607 3.239 1.611 0.289 -1.1380
C 0.248 0.339 0.360 -1.054 0.752 -1.417 0.1558
N -1.165 -0.015 -0.037 1.661 -0.556 -1.601 -0.3382
O 3.663 -0.329 2.048 -0.334 -0.179 1.118 -0.3824
O 3.432 0.237 -0.161 -0.604 0.412 -1.295 -0.3833
O 0.734 -0.654 1.175 0.202 -0.278 2.630 -0.5100
O 0.143 1.569 0.995 -2.733 -0.093 0.936 -0.5716
H -0.862 0.957 -1.969 -0.528 -0.076 0.312 0.3169
H 0.956 0.503 -0.554 -1.124 -0.763 1.471 0.3822
H -1.692 1.815 -0.664 -0.658 1.918 0.067 0.3392
H -0.135 -1.607 -1.123 -0.512 0.463 0.055 0.2975
H -1.228 -2.149 0.032 0.064 -1.902 2.920 0.3891
H -1.852 -1.571 -1.220 -3.127 -0.049 -3.101 0.4899
H -2.535 0.464 -1.488 -0.834 0.257 -0.461 0.4056
H 0.418 -0.551 2.158 0.658 0.048 -2.919 0.3316
H -0.863 1.502 1.257 2.652 0.663 -0.230 0.3895
```
Forces are in eV/Å.

[3]
An isolated molecule of C40H52O2, computed with ωB97M-V/def2-TZVPD.

Values from the calculation:
**LUMO energy**: -1.1 eV
**Charge**: 0
**Relative energy (zero: lowest compared OMol25 entry of this formula, charge and spin)**: 0.1103 eV

Structure (XYZ):
```
94
Properties=species:S:1:pos:R:3:forces:R:3:mulliken_charge:R:1
C -2.210 -4.205 -1.414 0.062 0.095 -0.039 -1.5863
C -3.013 -3.069 -0.842 0.919 0.601 0.380 1.3392
C -2.405 -2.017 -0.221 -1.102 -0.641 -0.270 -0.7523
C -1.009 -1.803 -0.131 0.906 0.649 0.417 -0.4380
C -0.460 -0.763 0.557 -0.909 -0.678 -0.402 -0.7182
C 0.932 -0.528 0.623 1.194 0.720 0.445 -0.1940
C 1.541 0.491 1.303 -1.271 -0.797 -0.452 1.4402
C 2.956 0.680 1.314 1.360 -0.340 -0.404 -0.6407
C 3.897 -0.042 0.650 -1.113 0.240 0.304 -0.3738
C 5.280 0.261 0.735 1.196 -0.096 -0.192 -0.1468
C 6.314 -0.365 0.110 -0.951 0.058 0.171 0.8232
C 7.649 0.132 0.331 0.696 0.083 -0.123 0.1246
C 8.763 -0.320 -0.264 -0.569 -0.047 0.062 -1.3857
C 10.120 0.201 -0.080 0.530 0.418 -0.117 -0.0193
C 10.735 0.746 -1.151 -0.695 0.000 -0.159 0.9061
C 12.132 1.203 -1.131 0.531 -0.004 0.341 0.8367
O 12.652 1.747 -2.085 -0.056 -0.048 0.074 -0.6491
C 12.908 0.918 0.134 0.086 0.200 0.061 -0.8783
C 12.012 0.941 1.363 0.006 -0.176 -0.161 -1.0892
H 11.623 1.954 1.494 -0.020 0.018 0.065 0.3961
H 12.597 0.691 2.251 -0.043 0.022 0.054 0.3813
C 10.827 -0.024 1.242 0.146 -0.003 0.234 2.2378
C 9.916 0.190 2.454 0.090 -0.052 -0.190 -2.3176
H 9.544 1.211 2.483 -0.079 0.130 0.051 0.4215
H 10.484 0.011 3.365 0.078 -0.010 0.093 0.4907
H 9.071 -0.493 2.440 -0.069 -0.031 0.064 0.4501
C 11.298 -1.488 1.247 -0.003 0.161 0.014 -1.8410
H 10.438 -2.154 1.255 -0.075 -0.106 -0.008 0.4270
H 11.892 -1.715 0.366 0.073 -0.065 -0.062 0.4230
H 11.896 -1.688 2.134 0.053 -0.061 0.135 0.4084
H 13.374 -0.064 0.017 0.029 -0.019 -0.028 0.3124
H 13.714 1.650 0.222 -0.019 -0.066 -0.099 0.4254
C 10.010 0.927 -2.455 0.100 0.062 -0.016 -1.9520
H 9.835 -0.037 -2.933 -0.063 -0.050 -0.103 0.3337
H 10.620 1.534 -3.119 -0.060 -0.025 -0.059 0.3445
H 9.046 1.410 -2.304 -0.068 -0.015 -0.027 0.3488
H 8.688 -1.096 -1.016 -0.139 -0.135 -0.056 0.5308
H 7.722 0.967 1.015 0.058 0.083 0.119 0.3760
C 6.146 -1.542 -0.803 -0.088 0.122 0.087 -1.6407
H 6.450 -1.277 -1.815 0.041 -0.053 -0.092 0.3293
H 6.770 -2.369 -0.468 0.047 -0.080 -0.034 0.3206
H 5.117 -1.884 -0.835 -0.042 -0.064 -0.047 0.3923
H 5.527 1.103 1.373 0.092 0.080 0.049 0.2462
H 3.592 -0.868 0.028 -0.075 -0.092 -0.075 -0.0486
H 3.311 1.507 1.918 0.082 0.060 0.043 0.2700
C 0.720 1.477 2.088 -0.044 -0.039 -0.032 -1.6329
H 0.032 2.011 1.434 -0.078 0.088 0.031 0.3623
H 0.131 0.967 2.850 -0.072 0.050 0.075 0.3645
H 1.355 2.208 2.581 -0.007 0.048 0.034 0.3466
H 1.549 -1.230 0.079 0.101 -0.072 -0.060 0.1301
H -1.123 -0.083 1.072 -0.138 0.076 0.057 0.3584
H -0.350 -2.487 -0.647 0.143 -0.071 -0.052 0.4139
H -3.030 -1.293 0.286 -0.079 0.052 0.024 0.5560
C -4.439 -3.181 -0.925 -1.005 0.385 0.051 -1.0862
C -5.347 -2.173 -0.986 0.098 -1.051 0.068 -0.6352
C -5.044 -0.798 -1.198 -0.242 1.111 -0.033 -0.9226
C -5.886 0.264 -1.075 1.074 -0.263 -0.246 1.2722
C -7.218 0.136 -0.556 -0.799 0.239 0.060 -0.0942
C -8.116 1.138 -0.455 0.754 -0.356 -0.152 -0.9871
C -9.468 0.985 0.044 -0.671 -0.209 0.460 -0.2938
C -9.760 0.224 1.128 0.763 0.176 0.045 1.4817
C -11.140 -0.051 1.554 -0.710 0.032 -0.210 0.7348
O -11.401 -0.619 2.597 0.095 0.040 -0.117 -0.6502
C -12.220 0.378 0.590 -0.140 0.128 0.190 -0.8393
C -11.872 1.737 0.005 0.112 -0.219 -0.068 -1.1954
H -12.666 2.068 -0.669 0.030 0.085 -0.003 0.4302
H -11.806 2.459 0.823 -0.022 0.072 -0.002 0.4213
C -10.537 1.723 -0.750 -0.230 0.054 -0.131 1.9686
C -10.143 3.186 -1.004 0.027 -0.229 0.040 -2.1729
H -11.011 3.734 -1.365 -0.085 0.048 -0.046 0.4436
H -9.365 3.272 -1.758 0.103 0.061 -0.064 0.4575
H -9.800 3.658 -0.086 0.034 0.106 0.088 0.4236
C -10.686 1.008 -2.102 -0.034 0.088 0.139 -1.8266
H -9.739 1.013 -2.637 0.066 -0.018 -0.075 0.4104
H -10.987 -0.028 -1.965 -0.038 -0.126 -0.037 0.4036
H -11.434 1.510 -2.713 -0.083 0.063 -0.102 0.4494
H -13.176 0.405 1.115 0.074 -0.088 0.005 0.3969
H -12.294 -0.375 -0.199 -0.005 -0.045 -0.014 0.3343
C -8.726 -0.384 2.031 -0.047 0.043 0.097 -2.2271
H -7.769 0.125 1.954 0.034 -0.032 -0.010 0.4509
H -9.094 -0.329 3.054 0.056 -0.056 0.005 0.4752
H -8.583 -1.441 1.803 0.079 -0.103 0.059 0.3227
H -7.850 2.117 -0.823 0.127 0.131 -0.040 0.5298
H -7.522 -0.854 -0.254 -0.102 -0.098 0.107 0.1694
C -5.398 1.632 -1.458 -0.023 -0.129 0.016 -1.8123
H -4.360 1.595 -1.778 0.042 0.009 -0.024 0.3918
H -5.993 2.034 -2.277 -0.039 0.116 -0.054 0.3487
H -5.476 2.319 -0.616 -0.019 0.120 0.030 0.3823
H -4.036 -0.597 -1.539 0.029 0.092 -0.059 0.6154
H -6.392 -2.452 -0.959 -0.058 -0.103 -0.036 0.4217
H -4.823 -4.195 -0.956 -0.088 -0.049 0.074 0.3253
H -1.631 -3.862 -2.272 0.069 -0.085 -0.091 0.3425
H -2.862 -5.009 -1.748 0.008 -0.053 -0.035 0.4001
H -1.516 -4.605 -0.677 0.072 -0.067 -0.008 0.3762
```
Forces are in eV/Å.

[4]
An isolated molecule of C25H36N4O4S, computed with ωB97M-V/def2-TZVPD.

Values from the calculation:
**LUMO energy**: -0.2 eV
**Structure (SMILES)**: CN(C1CCCCC1)S(=O)(=O)c1ccc2c(c1)c(=O)c(C(=O)NCCCN1CCCC1)cn2C
**Charge**: 0
**Relative energy (zero: lowest compared OMol25 entry of this formula, charge and spin)**: 0.1986 eV

Structure (XYZ):
```
70
Properties=species:S:1:pos:R:3:forces:R:3:mulliken_charge:R:1
C 3.152 1.941 -5.185 0.267 -0.299 -0.205 -1.0464
N 2.749 2.857 -4.150 0.863 0.360 0.753 0.1620
S 3.822 3.045 -2.901 -0.083 -0.050 -0.196 1.2537
O 3.371 4.133 -2.090 -0.276 -0.167 0.132 -0.7118
O 5.139 3.096 -3.468 -0.046 -0.339 -0.039 -0.7355
C 3.699 1.529 -1.944 0.038 0.598 -0.281 -0.0916
C 2.723 1.392 -0.990 -0.005 -0.047 0.137 -0.2010
C 2.581 0.193 -0.287 0.203 0.063 -0.221 0.2609
C 3.467 -0.871 -0.550 -0.124 0.639 -0.220 0.2329
C 4.459 -0.706 -1.530 0.005 -0.059 -0.009 -0.7309
C 4.565 0.480 -2.221 0.079 -0.132 0.011 -1.0655
H 5.328 0.627 -2.968 0.142 -0.084 -0.064 0.5309
H 5.150 -1.503 -1.749 0.063 -0.081 -0.011 0.4389
N 3.341 -2.043 0.160 -0.147 -0.016 0.163 0.1590
C 2.378 -2.149 1.095 -0.364 0.146 0.229 -0.0278
C 1.472 -1.182 1.403 0.016 -0.040 -0.003 -0.6814
C 1.495 0.085 0.703 0.086 -0.234 0.018 1.4322
O 0.700 1.007 0.877 0.034 0.153 -0.079 -0.9228
C 0.483 -1.532 2.475 0.141 0.194 -0.127 0.5223
O 0.493 -2.635 3.000 -0.001 -0.356 0.120 -0.7809
N -0.365 -0.546 2.800 -0.140 0.308 -0.025 0.0160
C -1.427 -0.717 3.760 -0.172 -0.180 0.054 -1.0373
C -2.796 -0.720 3.073 0.053 0.081 0.317 -0.6682
C -3.972 -0.849 4.047 0.033 0.018 -0.338 -0.7557
N -4.387 -2.221 4.230 -0.177 -0.023 0.097 0.0366
C -3.471 -3.058 4.993 0.259 -0.102 -0.057 -0.6650
C -4.327 -4.201 5.565 0.006 -0.022 -0.029 -0.5618
H -4.250 -4.225 6.652 0.030 -0.036 -0.013 0.2977
H -4.011 -5.171 5.185 0.026 -0.036 0.059 0.2583
C -5.758 -3.864 5.130 -0.056 0.140 0.037 -0.6081
H -6.003 -4.383 4.205 -0.059 -0.005 -0.011 0.2780
H -6.500 -4.119 5.885 -0.047 -0.038 -0.012 0.3506
C -5.685 -2.366 4.862 -0.150 -0.097 -0.029 -0.7218
H -6.470 -2.014 4.190 -0.021 0.055 0.066 0.3657
H -5.754 -1.800 5.809 -0.006 0.002 -0.006 0.3517
H -2.684 -3.429 4.335 0.114 0.041 0.121 0.3020
H -3.000 -2.489 5.812 0.020 0.007 -0.041 0.3020
H -3.714 -0.364 5.009 -0.080 -0.028 -0.006 0.4112
H -4.832 -0.318 3.630 0.062 0.041 0.082 0.4659
H -2.844 -1.546 2.363 -0.001 0.019 -0.085 0.2593
H -2.894 0.213 2.515 0.005 -0.002 -0.063 0.4252
H -1.382 0.100 4.488 -0.013 -0.119 0.005 0.2933
H -1.242 -1.663 4.270 -0.035 0.160 0.061 0.4261
H -0.318 0.314 2.259 0.149 -0.166 -0.020 0.2588
H 2.317 -3.081 1.642 0.028 -0.032 -0.022 0.4419
C 4.237 -3.151 -0.074 0.304 -0.289 -0.121 -1.1842
H 5.270 -2.860 0.128 -0.024 -0.031 -0.019 0.3763
H 4.159 -3.499 -1.106 0.023 0.000 0.036 0.3720
H 3.971 -3.971 0.590 -0.013 0.074 -0.028 0.3207
H 2.059 2.210 -0.756 -0.124 0.051 0.072 0.5855
C 1.343 3.035 -3.844 -0.538 0.054 0.000 -0.0281
C 0.562 1.727 -3.684 0.056 0.156 0.265 -0.5408
C -0.860 2.038 -3.225 -0.039 -0.162 -0.299 -0.7203
C -1.561 2.944 -4.234 -0.015 0.155 0.281 -0.7482
C -0.768 4.231 -4.442 -0.053 -0.196 -0.299 -0.6250
C 0.657 3.918 -4.891 0.083 0.136 0.358 -1.0649
H 0.632 3.401 -5.853 0.030 -0.027 -0.099 0.3244
H 1.230 4.837 -5.012 0.054 0.002 -0.053 0.3124
H -0.734 4.792 -3.507 -0.022 0.093 0.046 0.3486
H -1.262 4.854 -5.190 0.003 0.077 0.060 0.3767
H -2.567 3.180 -3.882 -0.055 -0.035 -0.067 0.3586
H -1.655 2.418 -5.187 -0.054 -0.032 -0.061 0.3154
H -1.421 1.107 -3.108 0.003 0.017 0.094 0.3525
H -0.825 2.530 -2.251 -0.028 -0.005 0.111 0.3427
H 1.056 1.078 -2.959 0.000 -0.057 -0.093 0.1949
H 0.525 1.204 -4.643 0.035 -0.079 -0.052 0.4039
H 1.340 3.576 -2.894 -0.255 -0.007 -0.074 0.3399
H 2.644 2.189 -6.116 -0.016 -0.003 0.001 0.3235
H 4.223 2.072 -5.320 -0.046 -0.130 -0.237 0.4103
H 2.946 0.895 -4.928 -0.026 0.003 -0.069 0.3340
```
Forces are in eV/Å.